This record from the Open Molecules 2025 dataset describes a cluster of 8 separate species, C37H70NO21 in total. The level of theory is ωB97M-V with the def2-TZVPD basis set.

Summary:
gap between HOMO and LUMO = 0.247 Ha
total charge = +1
HOMO level = -0.4309 Ha

CARTESIAN COORDINATES (ANGSTROEM)
O 1.908752 -1.183248 -5.829196
O -1.727305 10.285668 4.909601
O 2.770353 -4.804553 2.973125
O 3.055499 -9.450323 6.068919
O 4.855545 -3.930103 2.563294
O 2.206602 -7.421063 6.733848
O 1.070304 -3.901129 -12.621028
O -3.171127 5.929309 3.957851
O -0.225869 -1.276640 -4.989947
O -0.127375 2.338239 3.353650
O -0.953020 12.327646 4.671118
O -1.128628 2.368496 5.421796
O 2.248082 -9.070716 8.184017
O -3.212607 7.578962 2.507681
O 0.330209 0.431768 -6.254140
O -2.363710 5.549703 1.842753
O 3.193486 -2.548374 2.956300
O -2.690298 11.645426 3.330561
O -1.929525 1.121990 3.668386
O 2.136224 -2.676608 -10.994677
O 2.140429 -1.917402 -13.056146
N -1.816880 -2.512074 -1.302895
C -2.986809 8.108716 1.196296
C -2.856468 6.282554 2.687796
C 0.891369 3.226017 3.828379
C 3.532556 -3.856543 2.853537
C 2.432401 -6.891308 5.422463
C -0.986897 13.624248 4.063638
C 1.359471 -7.362645 4.454736
C 1.800002 -2.328738 3.157886
C -2.135184 14.452469 4.616195
C 1.266708 1.137845 -7.076201
C 1.845065 -2.110056 -14.436842
C -4.059738 7.637380 0.228569
C 1.801059 -3.670681 -10.019567
C -2.580308 -2.367687 1.784813
C 5.006205 -5.793568 1.007595
C 2.718570 -4.876622 -10.136651
C -2.511486 -5.285079 -2.865865
C 5.378223 -5.250573 2.377482
C -1.206379 -5.203928 -1.871186
C -2.917520 0.595107 4.549826
C -1.158581 0.066618 -1.343697
C -2.701791 9.296228 4.590130
C -0.935034 -3.762620 -1.116408
C -3.017088 -2.570780 -2.224570
C -3.436445 -3.943252 -3.071896
C -1.413692 -1.301244 -0.476843
C -1.865585 11.437148 4.208313
C -2.616595 -1.130542 0.672148
C 1.396328 0.479078 -8.439673
C 0.093769 -2.549539 -4.434757
C 0.786788 -0.717016 -5.695764
C 2.562742 -8.717471 6.913963
C 1.709031 -2.924267 -12.258055
C 1.914374 2.478569 4.667792
C -2.941419 4.552866 4.246488
C -1.073366 1.989481 4.261076
C 2.477791 -10.447160 8.472654
H 3.924111 -5.921271 0.911971
H -3.665272 3.934554 3.705925
H -1.107565 0.956577 -0.551313
H -3.693967 -1.207714 0.167291
H 5.483064 -6.762128 0.833061
H 1.481543 -6.883997 3.479052
H -1.895752 -1.972250 2.669285
H 0.362039 -7.131425 4.842907
H 3.437396 -7.143929 5.068198
H -0.038245 14.114546 4.309254
H 1.463323 2.080544 5.581308
H 1.248590 -2.583863 2.247209
H -3.684028 9.610647 4.957321
H -4.017943 6.553581 0.087101
H -0.098207 0.071870 -1.884471
H 2.040323 1.071480 -9.095641
H -5.057170 7.868600 0.616740
H -0.012934 -3.728948 -0.376370
H -0.392746 -1.525454 0.098662
H 2.520894 -5.592247 -9.333677
H 3.501974 -10.742167 8.222144
H 2.738643 3.138984 4.951334
H -3.705631 -2.553743 2.134458
H 0.746293 -3.954304 -10.099336
H -2.217511 -3.388622 1.333364
H -2.103095 15.471090 4.219528
H -2.422649 8.368654 5.097880
H -2.005880 0.343131 -2.102224
H 1.401266 -8.446444 4.313268
H 1.650808 -1.265659 3.367003
H 0.413381 0.369319 -8.909540
H 5.314469 -5.097499 0.220531
H 6.468805 -5.173247 2.450355
H 1.424589 -2.902972 4.011148
H 1.013141 -2.507043 -3.841728
H -2.729219 -6.317738 -3.393219
H 1.821791 -0.525112 -8.356223
H 2.236188 1.225908 -6.574511
H -1.917236 4.257858 3.995978
H -3.458749 1.394392 5.066497
H 0.451531 4.065307 4.377445
H -2.089062 14.494045 5.709426
H 5.047670 -5.916859 3.181307
H -0.491625 -6.116329 -1.640753
H -3.102410 14.012902 4.356130
H 2.103774 -1.191208 -14.970616
H 2.329606 -10.598183 9.545668
H 1.386279 3.642791 2.944058
H -2.553435 -0.058324 1.182257
H 2.385460 -5.799974 5.508756
H -3.089604 4.401841 5.319501
H 2.454927 -2.926730 -14.836327
H 1.937428 -3.208443 -9.035494
H -3.634914 0.024535 3.953235
H 0.183450 -3.291382 -5.234821
H 3.768160 -4.568255 -10.088909
H 1.753938 -11.065471 7.932091
H -2.448517 -0.082846 5.270169
H -1.981814 7.856096 0.842031
H -1.034459 13.541955 2.972627
H -4.391149 -3.941670 -3.759497
H -0.726489 -2.847974 -3.775787
H 0.875268 2.153459 -7.202539
H 2.581527 -5.387891 -11.093837
H -3.033749 9.200051 1.282589
H -2.735388 9.101963 3.513157
H 0.780074 -2.310257 -14.593202
H -3.937666 8.116029 -0.747114
H 2.316712 1.623908 4.113999
H -3.715568 -1.615022 -2.354746

Atoms 1-3, force components in eV/Å:
-1.8 0.6 0.4
0.2 1.2 -0.4
0.9 1.4 -0.1

Results of the Mulliken charge analysis, in e, for atoms 1 through 2: O -0.57; O -0.35

=====

This record from the Open Molecules 2025 dataset describes a structure of composition C35H43ClI3IrO4PS4. The level of theory is ωB97M-V with the def2-TZVPD basis set.

Summary:
gap between HOMO and LUMO (alpha / beta) = 0.174 / 0.180 Ha
HOMO level (alpha / beta) = -0.2956 / -0.3021 Ha
spin multiplicity = 2
relative energy (zero: lowest compared OMol25 entry of this formula, charge and spin) = 14.2 kcal/mol

CARTESIAN COORDINATES (ANGSTROEM)
Ir -0.103896 2.001216 -0.567599
I -9.013567 1.196056 -0.665193
I 1.934736 3.239593 -3.925682
I -0.488083 1.236245 -3.156856
Cl -6.446017 4.609199 -2.113651
S 2.158463 2.666131 -0.486922
S 1.927175 3.219430 3.747574
S -0.153493 2.419665 1.855065
S 4.007896 3.445263 1.614966
P 1.440063 -1.199463 0.338608
O 4.436021 3.905145 4.171782
O 0.503688 -0.094699 -0.067353
O -2.087084 1.506669 -0.557548
O -2.305645 0.683890 1.523622
C -1.845407 -2.112181 -0.382854
C -4.320014 4.476281 -0.445997
C 3.629842 3.593110 3.357651
C 0.581676 -2.810746 0.184467
C 1.973094 -0.816340 2.060532
C -4.747576 4.480755 -1.763452
C -1.728768 -2.813764 -1.731247
C 4.375650 -2.829878 -1.965474
C 0.645280 -3.433717 -1.221899
C -4.711853 1.116692 -1.137551
C -2.759866 1.048612 0.439543
C 3.111146 -2.853958 3.086881
C 4.084216 -0.438282 -2.784576
C -2.967974 4.355810 -0.176867
C 3.859017 -2.442481 -0.578343
C -3.836440 4.387915 -2.801629
C -0.582829 4.035928 -0.887151
C -2.029231 4.223189 -1.199334
C 3.285111 -1.427959 2.570279
C 1.398533 2.877717 2.122667
C 2.412656 2.978119 1.100182
C -2.485666 4.259387 -2.513956
C 2.075889 -2.877629 4.209160
C -4.234850 1.006889 0.164655
C -6.075399 1.159806 -1.380041
C -5.125299 0.935879 1.226133
C -0.889960 -2.710253 0.653714
C -0.285024 -2.743497 -2.216990
C 5.057830 -1.628344 -2.617472
C -6.492188 0.986487 0.995242
C 0.734534 -2.343210 3.709288
C 2.757570 -0.659971 -2.055001
C -6.953245 1.099863 -0.307261
C 3.002084 -1.146226 -0.618655
C 0.867668 -0.935295 3.123608
H 4.546177 0.478085 -2.408691
H 1.121355 -3.471403 0.871872
H -4.740842 0.849525 2.233909
H 0.047593 4.380013 -1.705315
H 3.556559 -0.344783 -0.110380
H -0.085996 -0.588984 2.715832
H 0.344041 -3.031727 2.957409
H -0.009051 -1.691624 -2.318344
H 4.070779 -3.234532 3.441880
H 3.866747 -0.266388 -3.839114
H -7.190888 0.944101 1.819268
H 3.625000 -0.805378 3.405746
H -2.032783 -3.862851 -1.638048
H 2.147448 -1.377921 -2.604374
H -0.178793 -3.208484 -3.199872
H -0.969884 -2.132313 1.573388
H -2.394293 -2.342435 -2.457313
H 5.900552 -1.335056 -1.985012
H 4.732736 -2.277160 0.056203
H 5.472838 -1.917230 -3.583441
H -4.005689 1.187083 -1.954347
H 2.784786 -3.511607 2.274988
H 1.122064 -0.249359 3.940077
H 1.952550 -3.892112 4.592989
H -4.179057 4.412857 -3.827338
H -0.316399 4.565867 0.029523
H 3.564520 -3.188813 -2.603305
H -5.041032 4.562675 0.356128
H 1.666789 -3.445203 -1.599450
H -6.447539 1.259796 -2.390122
H 2.153802 0.255515 1.901806
H 4.065993 -1.382354 1.811574
H 0.332898 -4.479137 -1.123979
H -2.865015 -2.189720 0.002268
H -1.217859 -3.729446 0.885666
H -1.772153 4.175135 -3.324825
H -1.626989 -1.052190 -0.513308
H 5.086701 -3.651381 -1.859824
H 0.010376 -2.318755 4.525675
H 2.196224 0.272906 -2.040248
H 3.312275 -3.275882 -0.131110
H 2.434992 -2.257124 5.036849
H -2.631955 4.334716 0.855665

Atoms 1-3, force components in eV/Å:
0.5 0.6 1.7
0.1 0.0 0.0
-0.1 -0.1 -0.1

Results of the Mulliken charge analysis, in e, for atoms 1 through 2: Ir 0.77; I 0.07

=====

This record from the Open Molecules 2025 dataset describes a structure of composition C31H41Cl2N6O5PSeW. The level of theory is ωB97M-V with the def2-TZVPD basis set.

Summary:
gap between HOMO and LUMO (alpha / beta) = 0.245 / 0.243 Ha
total charge = +2
HOMO level (alpha / beta) = -0.4870 / -0.4841 Ha
relative energy (zero: lowest compared OMol25 entry of this formula, charge and spin) = 16.2 kcal/mol

CARTESIAN COORDINATES (ANGSTROEM)
W 1.382030 0.217600 -0.543725
Se 1.166058 1.248379 1.751210
Cl 6.040579 0.231256 0.233777
Cl 6.882064 4.542173 -2.874904
P -1.496134 -0.903297 0.893019
O -0.288145 -0.797159 -0.109908
O -0.602515 0.106446 -2.713104
O 2.394362 -1.255221 0.741032
O 3.268419 0.585453 -0.582589
O 1.346461 1.814638 -1.633896
N 1.770429 -1.490595 -1.964705
N -0.403055 5.642258 2.318333
N -2.603946 -1.919536 0.256331
N 3.438183 -5.529917 -5.045984
N -2.109511 0.589314 1.029974
N -0.933416 -1.529623 2.279469
C 3.569693 2.533258 -1.911185
C 2.663567 -1.281275 -2.936123
C 2.624663 -3.574740 -3.562103
C 5.442600 1.474200 -0.792144
C 5.781183 3.410415 -2.198371
C -1.065045 -2.529062 4.432792
C 6.283201 2.408353 -1.348150
C 4.068577 1.520393 -1.069177
C -2.000329 1.654324 0.002257
C 0.240373 -2.925153 3.750761
C 3.077379 -4.662140 -4.387681
C 2.173706 2.589083 -2.183233
C 0.190724 5.285367 1.185029
C -4.558340 -3.224952 0.504462
C -0.101139 -2.756502 2.277285
C -0.486618 4.720565 3.272803
C 1.278167 -2.723865 -1.790345
C 0.697017 4.016184 0.941973
C -3.189625 0.905234 1.999135
C -4.597935 -2.560448 -0.867898
C -0.025422 3.419116 3.129002
C -1.548465 -1.329231 3.618606
C 3.120566 -2.291257 -3.760571
C 4.443286 3.483266 -2.481540
C -3.902952 2.102966 1.377085
C -0.346707 0.390787 -4.090145
C -2.791209 2.807317 0.607325
C -3.079970 -3.183786 0.866789
C -3.581252 -1.427809 -0.745240
C 0.573314 3.049322 1.929448
C 1.681059 -3.794350 -2.564556
H -4.943321 -4.242395 0.492660
H 7.343011 2.373503 -1.134260
H -2.156964 3.375747 1.288373
H -2.636265 -1.284245 3.565298
H -4.048959 -0.506055 -0.390436
H -4.686793 1.766860 0.695609
H -4.288668 -3.267173 -1.639482
H 1.751033 3.345805 -2.842369
H -3.096377 -1.209736 -1.699966
H 0.560146 -3.937867 3.986244
H -1.182821 -0.390246 4.038498
H 1.189220 3.806052 0.002806
H -0.666355 -3.622990 1.919671
H -1.265705 0.627827 -4.626490
H 4.063024 4.262175 -3.128776
H 3.011367 -0.267095 -3.090404
H -0.942050 -2.274423 5.482957
H 0.269590 6.055082 0.424948
H -2.438001 1.326079 -0.944005
H -3.859529 0.051740 2.133526
H -0.954442 5.029901 4.200551
H -1.783713 -3.348196 4.369764
H -5.583956 -2.185767 -1.134073
H -2.549587 -4.038328 0.438039
H -0.957568 1.919065 -0.173384
H 0.540396 -2.843513 -1.009166
H -5.141164 -2.651495 1.228065
H 3.309695 -1.300467 0.419069
H 0.153861 -0.443158 -4.588078
H 1.038308 -2.234507 4.033784
H 3.839701 -2.076618 -4.537393
H -3.164025 3.484756 -0.158468
H 0.301475 1.264103 -4.122684
H -1.212562 -0.636280 -2.659547
H -0.132250 2.717553 3.946359
H 0.767667 -2.631765 1.636863
H 1.264574 -4.775616 -2.391076
H -4.365284 2.730774 2.135891
H -2.755353 1.163242 2.966176
H 2.432382 -1.011361 1.682141
H -2.909707 -3.178677 1.942137

Atoms 1-3, force components in eV/Å:
-0.4 -0.8 2.7
0.3 0.2 -0.6
0.0 0.0 0.0

Results of the Mulliken charge analysis, in e, for atoms 1 through 2: W -0.62; Se -0.16